Entry 1:
16
Properties=species:S:1:pos:R:3:forces:R:3:nbo_charge:R:1 method="wB97M-V/def2-TZVPD" homo_lumo_gap_ev="5.71 / 8.30" de_lowest_kj_mol=579.2 e_tot_ev=-18700.0685 lumo_ev="-1.666 / -0.393"
C -1.863 -1.271 0.292 -0.829 -0.112 0.700 -0.141
C -2.212 -0.022 0.925 -0.740 0.935 -2.224 -0.330
C -0.727 -1.300 -0.455 0.611 -4.426 -0.837 -0.380
C -1.148 1.660 -0.705 0.551 1.947 -0.685 -0.308
C -1.997 1.047 0.058 -1.703 -1.750 3.409 0.119
C 0.041 -0.220 -0.515 3.378 2.849 0.845 0.270
C 0.151 1.108 -0.277 -3.502 -3.740 -2.911 -0.268
O 2.465 -0.911 -0.245 -3.457 -3.581 -1.560 -0.875
P 3.109 0.197 0.471 0.950 1.728 2.089 0.923
H -2.401 -2.213 0.387 -0.049 0.270 0.497 0.213
H -2.677 -0.028 1.917 0.054 0.472 -0.567 0.237
H -0.338 -2.384 -0.771 -0.843 2.692 0.155 0.253
H -1.258 2.497 -1.443 -0.171 -1.152 0.676 0.236
H 0.933 1.706 -0.140 3.395 1.971 0.974 0.213
H 3.769 0.586 -0.615 1.723 1.896 -1.414 -0.085
H 4.152 -0.452 1.117 0.633 0.000 0.851 -0.077

***

Entry 2:
15
Properties=species:S:1:pos:R:3:forces:R:3:nbo_charge:R:1 method="wB97M-V/def2-TZVPD" homo_lumo_gap_ev=9.98 de_lowest_kj_mol=126.0 smiles=Cc1ccccc1 e_tot_ev=-7387.4410 lumo_ev=1.030
C -0.001 -0.343 -2.255 1.332 0.538 2.655 -0.640
C -1.050 -0.501 0.031 0.149 -0.275 0.500 -0.225
C 0.043 -0.045 -0.726 -0.425 -1.155 -0.174 0.025
C 1.155 0.469 -0.056 -2.023 2.369 -0.617 -0.251
C 1.011 0.777 1.306 -0.301 0.847 0.189 -0.193
C -0.124 0.434 2.032 0.321 -1.113 -0.192 -0.227
C -1.171 -0.260 1.405 2.125 -1.416 -0.509 -0.205
H -0.625 0.437 -2.678 -0.336 -0.589 -0.616 0.228
H -0.281 -1.393 -2.249 -0.608 0.165 -0.969 0.225
H 1.028 -0.271 -2.608 -0.162 0.078 -0.372 0.212
H -1.709 -1.242 -0.414 -0.292 0.378 -0.155 0.202
H 1.713 1.131 -0.724 1.148 -0.750 0.498 0.215
H 1.699 1.433 1.833 0.477 -0.419 -0.266 0.210
H -0.049 0.426 3.115 -0.312 0.508 -0.051 0.209
H -1.638 -1.051 1.989 -1.093 0.835 0.079 0.216

***

Entry 3:
15
Properties=species:S:1:pos:R:3:forces:R:3:nbo_charge:R:1 method="wB97M-V/def2-TZVPD" homo_lumo_gap_ev=9.75 de_lowest_kj_mol=537.2 smiles=C[C@@]12[C@@H]3[C@H]4[C@@H]3[C@@H]1[C@H]42 e_tot_ev=-7383.1795 lumo_ev=1.236
C -0.320 1.623 -1.293 0.482 -0.069 0.132 -0.619
C 0.161 0.500 -0.355 0.364 -0.001 0.058 0.013
C 1.382 -0.392 0.523 -0.150 0.296 -0.233 -0.197
C 0.480 -1.582 0.338 -0.162 -0.443 0.044 -0.251
C 0.291 -0.670 1.520 -0.239 -0.202 0.363 -0.252
C -0.760 0.126 0.763 -0.530 -0.125 0.023 -0.233
C -0.557 -0.808 -0.457 -0.529 -0.160 0.006 -0.235
H -1.417 1.521 -1.445 0.580 -0.305 0.343 0.221
H -0.187 2.632 -0.888 0.231 -0.169 0.013 0.213
H 0.108 1.584 -2.299 0.179 -0.028 0.179 0.214
H 2.430 -0.567 0.821 -0.304 0.936 -0.735 0.230
H 0.685 -2.643 0.353 0.228 0.119 -0.074 0.225
H 0.346 -0.920 2.570 0.166 0.092 -0.081 0.225
H -1.561 0.731 1.176 -0.076 -0.198 -0.366 0.223
H -1.129 -1.152 -1.315 -0.240 0.256 0.329 0.223

***

Entry 4:
15
Properties=species:S:1:pos:R:3:forces:R:3:nbo_charge:R:1 method="wB97M-V/def2-TZVPD" homo_lumo_gap_ev=10.09 de_lowest_kj_mol=535.1 e_tot_ev=-7383.2008 lumo_ev=0.590
C -2.672 0.016 -0.001 0.909 0.128 -0.024 -0.068
C -3.914 -0.033 0.000 4.403 0.096 0.026 -0.378
C 1.694 -0.605 -0.009 0.046 0.031 -0.033 -0.389
C 1.605 0.944 0.003 0.049 0.001 0.015 -0.415
C 0.241 -1.144 0.001 -0.069 -0.645 0.026 -0.502
C 0.127 1.246 -0.004 0.020 0.320 -0.010 -0.274
C -0.519 0.113 -0.006 -4.580 -0.089 0.019 0.235
H -4.960 -0.125 0.022 -0.552 0.011 -0.014 0.232
H 2.220 -0.949 -0.899 -0.009 -0.015 0.072 0.216
H 2.241 -0.963 0.860 0.011 -0.035 -0.042 0.216
H 2.074 1.370 0.893 0.026 0.032 -0.069 0.215
H 2.088 1.385 -0.871 0.040 0.038 0.052 0.215
H 0.017 -1.757 -0.872 -0.031 -0.010 0.037 0.228
H 0.024 -1.741 0.889 -0.029 0.010 -0.060 0.228
H -0.265 2.244 -0.007 -0.234 0.126 0.004 0.242